Density functional theory data (wB97M-V/def2-TZVPD) for a molecular structure, C57H87GeNO6PSSi3Ti in a non-equilibrium geometry.

ΔE to the lowest compared entry with this formula, charge and spin: 133.4 kJ/mol
charge: 0
expectation value of S²: 0.76
2S+1: 2
orbital gap (spin up / spin down): 6.912 / 4.988 eV
F_max: 0.0498 Eh/bohr
HOMO energy (spin up / spin down): -6.9 / -6.9 eV
M: 1150.10 g mol⁻¹

Last column: Mulliken spin population.
Positions of all 158 atoms, in Å:
Ge 2.700465 1.717762 0.906026  0.1252
Ti 1.034701 -0.082446 -0.250409  0.2790
S 3.242014 -1.482451 -1.206494  0.0358
P 0.546958 -2.832094 -0.462582  0.0204
Si 4.414203 0.659609 2.247193  0.0290
Si 4.171764 2.818225 -0.689571  0.1015
Si 1.548144 3.567628 2.055681  0.0426
O 0.118004 3.017446 -0.495126  0.0928
O 2.830755 -0.849490 0.125997  0.0998
O 0.593517 -0.031313 1.632979  0.0365
O 2.075671 -1.377440 -2.079164  -0.0039
O 4.469260 -0.976767 -1.722235  0.0017
O 0.692730 0.750388 -1.938185  0.0267
N -0.923170 -0.026852 -0.262902  -0.0618
C -5.353290 0.591514 -2.997782  0.0015
C -4.562751 -0.522988 -3.703790  0.0042
C 5.836304 0.272502 1.084368  -0.0003
C -1.189665 0.183401 3.328777  -0.0078
C -0.280895 3.501760 2.412093  -0.0134
C -0.082196 -3.642534 1.054114  -0.0016
C -0.367604 0.041462 4.625694  -0.0012
C 0.348492 -0.752753 -5.832941  0.0006
C -1.605907 0.114921 0.937455  0.0324
C -0.314709 1.676100 -5.895379  0.0009
C 4.585983 -3.814014 -0.676944  0.0064
C 0.601098 -3.269812 2.213867  -0.0073
C -4.768108 -0.379827 -5.211885  -0.0009
C 3.397917 -5.833457 -0.181300  0.0005
C 2.148396 -3.798222 -0.536114  0.0009
C 5.427984 1.974572 -1.784202  -0.0024
C 4.021433 -0.952472 3.106462  -0.0025
C -0.711853 0.082213 2.023729  0.0446
C -0.466960 0.320941 -2.507380  0.0008
C -1.088258 -4.595467 1.139561  0.0007
C -5.132582 -1.879241 -3.272876  -0.0001
C 2.186627 -5.157285 -0.245631  -0.0011
C 0.307062 -3.861985 3.429923  -0.0027
C 1.820258 5.210507 1.192510  0.0062
C -0.333527 -3.569051 -1.864450  0.0021
C 0.382341 -4.000778 -2.982453  0.0060
C -3.449607 0.524710 2.421821  0.0253
C -0.704787 -4.811424 3.510040  0.0025
C -2.102000 -0.048271 -4.210668  -0.0077
C 4.594844 -5.165240 -0.371065  -0.0003
C -5.302388 1.038423 4.081821  -0.0006
C 2.417357 3.793251 3.698739  0.0167
C -2.246375 3.310196 -0.851663  -0.0019
C 1.612723 0.934780 -4.528508  0.0029
C 3.120482 3.838148 -1.854460  0.0154
C -0.782213 0.269941 -3.860094  -0.0142
C -2.568843 0.388373 3.480646  -0.0066
C -5.756811 -0.371332 2.081323  0.0008
C -5.315844 2.083249 1.831894  0.0012
C 5.140362 1.794169 3.541516  0.0034
C -2.384233 -4.144693 -2.988645  -0.0020
C 5.158198 3.950844 0.436991  0.0800
C -2.719810 -0.453948 -1.959499  0.0001
C -4.940204 0.814441 2.612865  0.0009
C -2.948028 0.372216 1.127323  -0.0253
C -0.870996 -1.205355 5.370297  0.0009
C -1.666963 -4.591571 -4.088671  0.0014
C -1.404993 -5.168944 2.368669  -0.0004
C 1.126634 -0.131997 4.373415  0.0040
C -1.447948 -0.084974 -1.562682  -0.0030
C -1.724043 -3.603970 -1.894358  0.0035
C 3.362374 -3.171726 -0.781863  0.0075
C -0.281359 -4.501977 -4.091202  -0.0008
C 0.212514 0.537136 -5.009435  0.0048
C -3.089922 -0.369810 -3.303871  0.0037
C -0.552493 1.266886 5.530011  0.0014
C -0.855721 3.659171 -1.327728  0.0022
H 0.416886 1.912836 -6.674828  0.0002
H -0.946209 -5.270883 4.460708  0.0003
H -1.618615 -4.914683 0.252213  0.0009
H -0.748194 4.340900 1.891534  -0.0007
H -1.597402 1.431217 5.797498  0.0001
H 5.163447 0.946690 -2.031153  0.0009
H -0.760029 2.587778 2.071951  0.0084
H 5.407246 2.771282 3.127041  -0.0025
H -4.470168 0.611952 -5.564278  -0.0002
H 0.285526 -4.827346 -4.954832  -0.0003
H -4.901000 1.567357 -3.193832  -0.0003
H 1.647116 -0.192689 5.335441  -0.0008
H 2.045881 0.183322 -3.872301  -0.0024
H -2.400267 2.231080 -0.912782  -0.0001
H -5.826625 -0.515968 -5.450474  0.0003
H 0.010643 1.121826 6.457641  0.0003
H -0.481148 2.576562 -5.297715  -0.0005
H -0.471358 3.612213 3.482998  -0.0005
H 3.327553 -1.564095 2.519277  -0.0024
H -6.225472 -1.863165 -3.325461  -0.0005
H -5.579945 -0.526703 1.012237  -0.0002
H -3.420712 -0.816052 -1.215818  0.0012
H -0.225695 -1.417702 6.230519  -0.0002
H 1.542751 0.702090 3.805355  0.0034
H -0.178614 2.169373 5.043100  -0.0006
H 4.952428 -1.516552 3.221236  -0.0021
H 0.928913 2.969878 -1.014106  -0.0062
H -4.772434 -2.668779 -3.936371  -0.0001
H 0.861619 -3.578031 4.316949  0.0001
H -5.371877 0.437813 -1.914055  -0.0009
H 2.560149 3.181205 -2.532736  -0.0087
H -0.700079 4.743877 -1.317276  0.0018
H -1.889175 -1.062660 5.739271  -0.0003
H 1.050221 -0.599680 -6.659564  0.0001
H 5.498951 2.542296 -2.715901  0.0004
H 1.537570 5.996121 1.905762  0.0044
H -4.848918 -2.137296 -2.248553  0.0005
H 1.593848 1.884707 -3.991571  0.0000
H -5.109284 0.148274 4.687896  0.0001
H 2.414227 4.492720 -1.338711  -0.0004
H -5.140346 1.970115 0.758915  -0.0003
H 1.985903 4.670760 4.195277  0.0031
H 5.492052 -0.129935 0.127808  -0.0022
H 2.261024 1.049048 -5.403099  -0.0006
H 5.994187 3.398908 0.879034  0.0098
H 6.498122 -0.465859 1.547218  0.0010
H 0.728368 -1.560922 -5.201132  0.0000
H -2.297001 -3.213475 -1.061278  0.0027
H -4.722616 2.933695 2.180838  -0.0002
H 6.409824 1.960905 -1.304884  -0.0010
H 3.587042 -0.795107 4.093808  -0.0001
H 3.773765 4.468235 -2.469256  -0.0003
H -0.608591 -1.073140 -6.250581  0.0002
H -6.388676 0.610752 -3.354116  0.0002
H 3.406191 -6.898309 0.023202  0.0001
H -2.188715 -5.004103 -4.943244  0.0002
H -2.956433 0.456989 4.488824  -0.0013
H -2.354235 -0.025189 -5.262299  0.0019
H 5.569672 4.774406 -0.159490  -0.0016
H 1.259291 -5.688986 -0.067385  0.0003
H 2.854181 5.393037 0.890358  0.0004
H -3.462574 -4.213232 -2.981706  -0.0009
H 6.428831 1.166912 0.866393  -0.0008
H -2.982279 3.803374 -1.492125  -0.0002
H -3.593820 0.509084 0.270272  -0.0045
H -5.482541 -1.291190 2.605442  0.0001
H 3.489439 3.969732 3.569571  -0.0022
H -2.197370 -5.906110 2.426929  0.0000
H 6.055032 1.328723 3.929217  0.0006
H 1.374985 -2.512358 2.153824  0.0093
H -0.733633 3.311898 -2.359243  -0.0001
H -6.828259 -0.196012 2.226375  0.0001
H 1.463479 -3.941253 -2.991327  0.0008
H -1.255772 1.418674 -6.386203  -0.0001
H -6.375313 2.317953 1.976985  -0.0001
H -6.368019 1.271019 4.162285  0.0000
H 4.577147 4.378225 1.258399  -0.0085
H 4.457520 1.958591 4.379476  0.0015
H 5.498653 -3.257078 -0.855379  0.0003
H -4.198292 -1.131547 -5.765603  0.0001
H -4.742211 1.877495 4.505987  0.0001
H -0.872317 -2.072973 4.710114  -0.0001
H 5.534278 -5.696828 -0.282770  0.0000
H 2.299340 2.931045 4.363851  -0.0007
H -2.411023 3.623416 0.180209  0.0000
H 1.325777 -1.044102 3.812697  -0.0021
H 1.183737 5.310703 0.311957  -0.0052

Atomic forces in eV per Å
Ge 0.759 1.212 0.938
Ti -2.481 -0.197 -0.599
S 0.039 -0.168 0.111
P 0.349 -0.522 0.554
Si 0.240 -0.222 -0.101
Si -0.166 0.174 -0.403
Si -0.059 0.121 -0.080
O -0.148 0.456 -0.029
O 1.185 -0.569 -0.632
O -0.236 -0.097 -0.403
O 0.420 -0.013 0.066
O 0.321 -0.293 0.073
O -0.184 -0.472 0.296
N -0.128 -0.092 -0.225
C -0.039 0.042 0.019
C 0.095 0.003 0.090
C 0.014 0.065 -0.337
C 0.127 -0.095 0.233
C -0.249 -0.175 0.049
C -0.107 0.144 0.005
C -0.054 0.036 -0.221
C 0.032 -0.001 0.000
C 0.232 -0.115 -0.468
C -0.007 -0.022 -0.040
C -0.018 0.082 -0.149
C -0.034 -0.018 0.013
C -0.014 0.039 -0.026
C -0.216 -0.174 0.006
C -0.203 0.001 0.148
C 0.039 -0.363 -0.009
C -0.358 -0.278 -0.019
C 0.420 -0.102 0.166
C -0.298 0.166 0.323
C -0.051 -0.103 0.050
C 0.027 -0.065 0.008
C -0.061 -0.055 0.010
C 0.082 -0.061 -0.059
C 0.177 0.186 -0.238
C -0.003 0.282 -0.205
C -0.009 -0.042 -0.006
C -0.019 -0.019 -0.118
C -0.003 -0.023 -0.016
C 0.065 0.065 -0.185
C 0.231 0.090 0.005
C -0.011 0.004 0.033
C 0.262 -0.137 0.234
C -0.012 -0.051 -0.009
C 0.020 0.006 -0.100
C -0.226 0.132 -0.123
C 0.570 0.177 -0.336
C -0.023 0.032 0.087
C -0.037 -0.041 -0.040
C 0.005 0.044 0.005
C -0.019 0.280 0.231
C 0.033 -0.010 0.002
C 0.068 0.081 0.373
C -0.161 -0.039 0.191
C 0.051 0.025 -0.043
C -0.278 0.063 0.054
C -0.041 0.018 0.076
C 0.011 0.003 0.041
C -0.003 0.012 -0.065
C -0.049 -0.010 0.029
C 0.166 0.352 0.320
C -0.065 -0.062 -0.006
C 0.089 0.067 0.033
C -0.033 0.003 0.023
C -0.073 0.049 0.232
C -0.113 -0.089 0.120
C 0.024 0.018 0.016
C 0.034 -0.184 -0.022
H -0.057 -0.027 0.049
H 0.002 0.021 -0.017
H -0.002 -0.004 0.023
H -0.010 -0.037 0.007
H 0.031 0.006 -0.024
H 0.084 0.207 -0.058
H -0.083 -0.016 -0.027
H 0.027 -0.099 0.086
H -0.026 -0.073 0.008
H -0.011 0.007 0.027
H -0.035 -0.043 0.013
H -0.029 -0.006 -0.041
H -0.002 0.024 -0.039
H -0.012 0.116 -0.008
H 0.056 0.004 0.012
H -0.031 0.017 -0.046
H 0.020 -0.022 -0.039
H 0.016 0.012 -0.073
H 0.146 0.051 0.112
H 0.059 -0.015 -0.021
H -0.017 0.011 0.092
H -0.009 0.121 -0.067
H -0.054 0.027 -0.052
H 0.013 -0.028 0.013
H -0.003 -0.025 0.028
H -0.030 0.059 0.016
H -0.054 -0.146 -0.016
H -0.010 0.013 0.053
H -0.022 -0.011 -0.059
H 0.021 0.030 -0.075
H 0.084 0.087 0.062
H 0.010 0.042 0.024
H 0.036 -0.024 -0.009
H -0.050 -0.008 0.048
H 0.019 0.027 0.044
H 0.017 -0.098 -0.068
H -0.049 0.036 -0.058
H -0.009 -0.046 -0.040
H -0.012 0.067 -0.040
H 0.047 -0.017 -0.063
H -0.009 0.003 0.070
H 0.016 -0.082 -0.035
H 0.139 0.013 0.154
H -0.037 0.024 0.023
H -0.059 0.092 -0.076
H -0.006 0.056 0.029
H -0.011 0.027 -0.038
H 0.003 -0.014 -0.017
H -0.049 -0.040 -0.030
H -0.056 0.004 -0.070
H 0.059 -0.037 -0.036
H -0.076 -0.052 0.025
H 0.026 0.017 0.013
H 0.065 -0.018 0.043
H -0.029 0.076 0.028
H 0.015 0.010 0.005
H 0.057 0.017 -0.062
H 0.050 0.011 0.031
H -0.039 -0.078 0.055
H 0.038 -0.015 0.038
H -0.146 0.065 0.034
H -0.009 0.035 0.001
H -0.017 -0.115 0.050
H -0.002 -0.016 0.061
H 0.009 -0.075 0.078
H -0.027 0.043 -0.030
H -0.120 0.032 0.070
H 0.039 0.026 -0.011
H -0.091 0.035 -0.045
H -0.008 0.006 0.017
H 0.038 0.002 -0.014
H 0.080 -0.009 -0.022
H -0.035 0.003 -0.002
H 0.037 0.017 0.020
H 0.067 -0.019 -0.017
H 0.062 -0.019 0.000
H 0.120 0.001 -0.083
H 0.112 -0.021 -0.055
H -0.053 -0.049 0.001
H -0.045 0.046 0.022
H -0.045 -0.076 -0.021
H -0.023 0.071 0.064
H -0.030 0.031 -0.037
H 0.000 0.104 -0.038
H 0.022 0.012 -0.001
H 0.016 0.060 0.031
H -0.011 0.006 0.049